(i)
Molecular formula: CH2ClOP
Method: DFT, the ωB97M-V functional and the def2-TZVPD basis

Each line ends with the natural charge from an NBO analysis.
Geometry (Å):
O (2.003, 1.371, -0.197)  -0.472
C (1.284, 0.713, 0.403)  0.376
P (-0.465, -0.106, -0.320)  0.471
Cl (0.021, -1.945, 0.165)  -0.241
H (-1.164, 0.415, 0.677)  -0.043
H (-1.680, -0.449, -0.727)  -0.091

The highest occupied orbital energy comes out at -9.1 eV. The orbital gap is 9.29 eV. The charge is 0. The SMILES is O=C=[PH2]Cl.

(ii)
Molecular formula: CH2ClOP
Method: DFT, the ωB97M-V functional and the def2-TZVPD basis

Each line ends with the natural charge from an NBO analysis.
Geometry (Å):
O (0.053, -2.117, 3.063)  -0.450
C (0.168, -1.154, 2.434)  0.354
P (0.319, 0.338, 1.747)  0.067
H (0.458, -0.403, 0.550)  0.028
Cl (-0.391, 1.346, -3.354)  -0.268
H (-0.607, 1.990, -4.439)  0.268

The highest occupied orbital energy comes out at -9.0 eV. The orbital gap is 9.56 eV. The charge is 0. The SMILES is O=C=P.Cl.

Verdict on stability: (ii) comes out on top.

(i)
Molecular formula: C4H2N2O
Method: DFT, the ωB97M-V functional and the def2-TZVPD basis

Each line ends with the natural charge from an NBO analysis.
Geometry (Å):
N (0.167, -2.203, -0.686)  -0.221
C (-0.563, -2.556, 0.149)  0.205
C (-0.968, -1.468, 1.073)  -0.114
C (-0.510, -0.363, 0.782)  0.069
C (-0.111, 0.997, 0.433)  0.573
N (0.653, 1.166, -0.680)  -0.799
O (-0.513, 1.892, 1.147)  -0.547
H (0.991, 0.415, -1.266)  0.418
H (0.854, 2.120, -0.951)  0.416

The highest occupied orbital energy comes out at -10.3 eV. The orbital gap is 9.56 eV. The charge is 0. The SMILES is N#CC#CC(N)=O.

(ii)
Molecular formula: C4H2N2O
Method: DFT, the ωB97M-V functional and the def2-TZVPD basis

Each line ends with the natural charge from an NBO analysis.
Geometry (Å):
N (3.860, 0.861, 0.713)  -0.228
C (2.829, 0.330, 0.707)  0.212
C (1.555, -0.209, 0.694)  -0.100
C (0.398, -0.549, 0.673)  0.037
C (-1.063, -0.749, 0.628)  0.597
N (-1.694, 0.439, 0.443)  -0.794
O (-1.604, -1.827, 0.739)  -0.545
H (-1.177, 1.302, 0.383)  0.408
H (-2.701, 0.458, 0.400)  0.414

The highest occupied orbital energy comes out at -11.0 eV. The orbital gap is 10.58 eV. The charge is 0. The SMILES is N#CC#CC(N)=O.

Verdict on stability: (ii) comes out on top.

(i)
Molecular formula: C2H3N3O2
Method: DFT, the ωB97M-V functional and the def2-TZVPD basis

Each line ends with the natural charge from an NBO analysis.
Geometry (Å):
N (0.058, -3.061, -1.035)  -0.604
C (0.340, -1.980, -0.709)  0.775
N (0.767, -0.756, -0.016)  -0.636
C (-0.023, 0.337, 0.099)  0.836
O (-1.093, 0.632, -0.416)  -0.643
O (0.747, 1.187, 0.889)  -0.370
N (0.082, 2.463, 0.975)  -0.503
H (0.049, -3.727, -1.745)  0.446
H (-0.457, 2.299, 1.786)  0.340
H (-0.470, 2.606, 0.171)  0.359

The highest occupied orbital energy comes out at -9.8 eV. The orbital gap is 10.13 eV. The charge is 0. The SMILES is N=C=NC(=O)ON.

(ii)
Molecular formula: C2H3N3O2
Method: DFT, the ωB97M-V functional and the def2-TZVPD basis

Each line ends with the natural charge from an NBO analysis.
Geometry (Å):
C (0.696, -0.030, -0.091)  0.684
C (-1.295, 0.158, -0.074)  0.582
H (2.252, -1.125, 0.316)  0.410
H (2.457, 0.605, -0.009)  0.416
H (-2.702, -1.139, 0.125)  0.506
N (1.985, -0.270, -0.061)  -0.789
N (-0.319, -0.804, -0.113)  -0.589
N (-0.971, 1.425, -0.049)  -0.227
O (-2.559, -0.158, -0.021)  -0.643
O (0.456, 1.338, -0.024)  -0.349

The highest occupied orbital energy comes out at -9.2 eV. The orbital gap is 9.89 eV. The charge is 0.

(iii)
Molecular formula: C2H3N3O2
Method: DFT, the ωB97M-V functional and the def2-TZVPD basis

Each line ends with the natural charge from an NBO analysis.
Geometry (Å):
N (-1.716, -0.483, 0.020)  -0.799
C (-0.388, -0.205, -0.014)  0.567
N (0.601, -1.056, -0.003)  -0.574
C (1.754, -0.275, -0.004)  0.823
O (2.907, -0.618, -0.038)  -0.564
O (1.411, 1.080, -0.031)  -0.343
N (0.027, 1.126, -0.108)  -0.323
H (-2.331, 0.151, -0.467)  0.407
H (-1.983, -1.473, 0.024)  0.421
H (-0.282, 1.753, 0.620)  0.386

The highest occupied orbital energy comes out at -10.0 eV. The orbital gap is 10.45 eV. The charge is 0. The SMILES is Nc1nc(=O)o[nH]1.

(iv)
Molecular formula: C2H3N3O2
Method: DFT, the ωB97M-V functional and the def2-TZVPD basis

Each line ends with the natural charge from an NBO analysis.
Geometry (Å):
N (2.070, 0.117, -0.059)  -0.838
C (0.677, -0.148, -0.009)  0.402
O (0.246, -1.380, -0.111)  -0.298
N (-1.152, -1.382, 0.040)  0.058
N (-1.487, -0.152, 0.093)  -0.253
C (-0.432, 0.649, 0.062)  0.265
O (-0.400, 1.966, -0.048)  -0.652
H (2.501, 0.853, 0.723)  0.414
H (2.617, -0.848, 0.052)  0.402
H (-1.372, 2.219, -0.339)  0.499

The highest occupied orbital energy comes out at -8.5 eV. The orbital gap is 9.03 eV. The charge is 0. The SMILES is Nc1onnc1O.

Verdict on stability: (iii) comes out on top.

(i)
Molecular formula: C4H13N3
Method: DFT, the ωB97M-V functional and the def2-TZVPD basis

Each line ends with the natural charge from an NBO analysis.
Geometry (Å):
C (-0.684, 0.339, 0.854)  -0.272
N (-0.585, 1.387, -0.239)  -0.639
C (0.099, 2.489, 0.306)  -0.062
N (1.465, 2.227, 0.653)  -0.876
C (-0.745, -1.189, 0.383)  -0.354
N (0.383, -1.524, -0.630)  -0.689
C (0.092, -2.963, -1.042)  -0.912
H (0.175, 0.291, 1.505)  0.184
H (-1.561, 0.629, 1.431)  0.180
H (0.104, 1.147, -0.863)  0.327
H (-0.524, 2.808, 1.236)  0.155
H (-0.024, 3.517, -0.444)  0.111
H (1.929, 3.105, 0.689)  0.346
H (1.941, 1.684, -0.043)  0.350
H (-1.659, -1.279, -0.203)  0.166
H (-0.708, -1.799, 1.300)  0.190
H (0.110, -0.943, -1.468)  0.300
H (-0.712, -3.005, -1.742)  0.145
H (-0.078, -3.527, -0.132)  0.172
H (0.982, -3.396, -1.552)  0.176

The highest occupied orbital energy (spin up / spin down) comes out at 1.5 / -5.3 eV. The orbital gap (spin up / spin down) is 2.29 / 8.99 eV. The charge is -1. Its spin multiplicity is 2.

(ii)
Molecular formula: C4H13N3
Method: DFT, the ωB97M-V functional and the def2-TZVPD basis

Each line ends with the natural charge from an NBO analysis.
Geometry (Å):
C (0.235, 1.743, 0.491)  -0.441
N (0.481, 0.425, -0.156)  -0.664
C (-0.304, -0.130, -1.227)  -0.491
C (0.488, -1.305, -2.014)  -0.288
N (0.578, -2.469, -1.115)  -0.875
C (-0.330, 1.563, 1.914)  -0.346
N (-0.947, 0.293, 2.217)  -0.847
H (1.168, 2.342, 0.469)  0.181
H (-0.487, 2.256, -0.252)  0.152
H (1.421, 0.369, -0.502)  0.340
H (-1.258, -0.488, -0.860)  0.156
H (-0.561, 0.520, -2.107)  0.137
H (1.502, -0.993, -2.226)  0.174
H (-0.010, -1.531, -2.949)  0.161
H (-0.305, -2.873, -0.871)  0.348
H (1.257, -3.202, -1.211)  0.348
H (0.262, 2.010, 2.714)  0.172
H (-1.194, 2.290, 1.815)  0.127
H (-1.523, 0.162, 1.387)  0.328
H (-1.566, 0.320, 3.021)  0.329

The highest occupied orbital energy (spin up / spin down) comes out at 1.5 / -4.6 eV. The orbital gap (spin up / spin down) is 2.58 / 8.69 eV. The charge is -1. Its spin multiplicity is 2.

(iii)
Molecular formula: C4H13N3
Method: DFT, the ωB97M-V functional and the def2-TZVPD basis

Each line ends with the natural charge from an NBO analysis.
Geometry (Å):
N (3.798, 0.927, -0.764)  -1.148
C (-3.547, 0.343, -0.434)  -0.617
C (-2.135, 0.566, 0.163)  -0.254
N (-1.109, 0.180, -0.771)  -0.515
C (-0.233, -0.766, -0.285)  -0.255
C (0.870, -0.197, 0.866)  -0.212
N (1.877, -1.113, 1.108)  -0.922
H (-4.051, -0.510, 0.017)  0.186
H (3.619, 0.577, 0.158)  0.410
H (-3.460, 0.181, -1.511)  0.213
H (-4.182, 1.222, -0.286)  0.180
H (-2.050, 0.060, 1.142)  0.149
H (-2.040, 1.643, 0.343)  0.162
H (4.426, 1.677, -0.969)  0.355
H (0.437, -1.056, -1.098)  0.178
H (-0.635, -1.636, 0.250)  0.142
H (0.216, 0.069, 1.725)  0.123
H (1.255, 0.765, 0.494)  0.161
H (3.382, 0.415, -1.517)  0.376
H (1.684, -1.656, 1.949)  0.288

The highest occupied orbital energy (spin up / spin down) comes out at -2.3 / -2.0 eV. The orbital gap (spin up / spin down) is 6.50 / 6.00 eV. The charge is -1. Its spin multiplicity is 2.

Verdict on stability: (iii) comes out on top.